Record 1
Entry from the Open Molecules 2025 dataset: C34H26BrN6O2SSr as an isolated structure (wB97M-V/def2-TZVPD).

```
! RIJCOSX wB97M-V def2-TZVPD def2/J DEFGRID3
* xyz -1 1
Sr 1.0353 0.7281 -0.0835
C -3.7354 0.8098 -1.1978
C -2.2587 0.5477 -1.2077
N -1.5622 0.3500 -0.1460
N -2.2025 0.4491 1.0536
C -1.3619 0.4826 2.0794
O -0.0967 0.4486 2.0616
C -2.0251 0.5349 3.4268
C -1.2304 0.5209 4.5675
C -1.8088 0.5363 5.8280
C -3.1893 0.5663 5.9604
C -3.9887 0.5900 4.8246
C -3.4105 0.5760 3.5655
C -1.5359 0.4485 -2.4984
C -2.2009 0.6419 -3.7091
C -1.4945 0.5457 -4.8958
C -0.1432 0.2527 -4.8551
C 0.4444 0.0791 -3.6104
N -0.2204 0.1766 -2.4687
H -4.1002 0.7304 -0.1792
H -4.2603 0.0936 -1.8343
H -3.9574 1.8120 -1.5745
H -0.1559 0.4950 4.4461
H -1.1783 0.5257 6.7086
H -3.6418 0.5728 6.9446
H -5.0671 0.6233 4.9221
H -4.0188 0.6019 2.6727
H -3.2562 0.8717 -3.7188
H -1.9986 0.6994 -5.8418
H 0.4500 0.1654 -5.7545
H 1.5017 -0.1516 -3.5223
C 5.8240 -0.2247 -0.9606
C 5.9806 -1.5713 -1.2599
C 4.8886 -2.4143 -1.1396
C 3.6423 -1.9129 -0.7403
C 3.4196 -0.5452 -0.4890
C 4.5717 0.2556 -0.5932
C 2.5205 -2.8734 -0.5544
C 2.8093 -4.2383 -0.2336
C 1.8050 -5.1341 -0.0692
C 0.4650 -4.7062 -0.2142
C -0.6433 -5.5683 -0.0665
C -1.9174 -5.0909 -0.2011
C -2.1272 -3.7269 -0.4884
C -1.0690 -2.8736 -0.6356
C 0.2586 -3.3380 -0.4996
N 1.2795 -2.4459 -0.6561
H 6.6745 0.4473 -1.0245
H 6.9394 -1.9610 -1.5816
H 5.0169 -3.4634 -1.3850
H 4.4969 1.3223 -0.3810
H 3.8373 -4.5372 -0.0932
H 2.0111 -6.1689 0.1825
H -0.4627 -6.6136 0.1593
H -2.7648 -5.7542 -0.0815
H -3.1375 -3.3488 -0.5875
H -1.2147 -1.8254 -0.8439
Br 0.4834 7.6650 0.4155
C 0.4416 5.7935 0.0252
C -0.8067 5.2041 -0.2646
C -0.7460 3.8937 -0.6833
N 0.3391 3.1345 -0.8032
C 1.5577 3.6492 -0.2528
C 1.5991 5.1080 -0.0023
H -1.7348 5.7483 -0.2085
H -1.6688 3.4103 -1.0051
H 2.3846 3.3426 -0.9006
H 2.5508 5.5848 0.1879
O -0.0133 3.6983 2.4566
S 1.1890 2.8903 2.3919
N 1.9884 2.8642 1.1172
*
```

Output
relative energy (zero: lowest compared OMol25 entry of this formula, charge and spin)	1.256	eV
HOMO energy	-0.15003	hartree
frontier orbital gap	6.232	eV
lowest unoccupied orbital energy	2.15	eV
energy	-130431.5278	eV

Record 2
Entry from the Open Molecules 2025 dataset: F4Li2Sr as an isolated structure (wB97M-V/def2-TZVPD).

```
! RIJCOSX wB97M-V def2-TZVPD def2/J DEFGRID3
* xyz 0 1
Sr -1.2648 1.3968 1.4993
Li 0.1777 -0.0774 -0.5567
Li 2.0307 -1.4286 1.1055
F -1.0892 1.4853 -1.1488
F 0.3712 -0.8736 -2.6088
F 1.1469 0.4706 1.1517
F -1.3727 -0.9730 0.5578
*
```

Output
HOMO energy	-0.25216	hartree
frontier orbital gap	4.818	eV
lowest unoccupied orbital energy	-2.04	eV
energy	-12119.0605	eV

Record 3
Entry from the Open Molecules 2025 dataset: one molecule with the formula C3H8O2 (wB97M-V/def2-TZVPD).

```
! RIJCOSX wB97M-V def2-TZVPD def2/J DEFGRID3
* xyz 0 1
C -1.5481 0.3414 0.1972
C -0.3342 -0.5223 -0.1017
O -0.1782 -0.5689 -1.5005
C 0.9440 0.0553 0.5581
O 2.0783 -0.1464 -0.2801
H -1.3758 1.3515 -0.1923
H -1.7498 0.4053 1.2724
H -2.4319 -0.0667 -0.3013
H -0.5034 -1.5381 0.2951
H 0.7722 -0.7093 -1.6403
H 0.8108 1.1239 0.7686
H 1.1401 -0.4523 1.5085
H 2.3592 0.7135 -0.6111
*
```

Output
relative energy (zero: lowest compared OMol25 entry of this formula, charge and spin)	0.772	eV
HOMO energy	-0.37067	hartree
frontier orbital gap	10.893	eV
SMILES	C[C@@H](O)CO
lowest unoccupied orbital energy	0.81	eV
energy	-7335.2788	eV

> The highest HOMO energy belongs to which entry?

C34H26BrN6O2SSr

> Look up the energy of the first one.

-130431.5278 eV

> Which formula does entry 2 have?

F4Li2Sr

> Among the records above, which one has the highest frontier orbital gap?

C3H8O2